(1)
{
  "formula": "C5H9N",
  "method": "ωB97M-V/def2-TZVPD",
  "gap_ev": 8.74,
  "lumo_ev": 1.03,
  "e_above_lowest_kj_mol": 483.9,
  "symbols": ["C", "C", "C", "C", "C", "N", "H", "H", "H", "H", "H", "H", "H", "H", "H"],
  "xyz": [[1.812960, -0.007550, 0.964357], [0.384866, -0.504886, 0.751359], [-0.150683, -0.132769, -0.613060], [-1.678634, -0.447971, -0.848160], [-1.515415, 0.969153, -0.858379], [-1.470624, 2.192610, -0.885006], [1.869462, 1.082686, 0.865441], [2.189287, -0.276038, 1.957130], [2.491408, -0.443320, 0.221932], [-0.269529, -0.077786, 1.524741], [0.351561, -1.595951, 0.892627], [-0.338781, 1.486618, -0.719568], [0.453469, -0.435569, -1.468781], [-2.197341, -0.880839, 0.007716], [-1.932006, -0.928388, -1.792347]],
  "forces_ev_per_angstrom": [[0.09, 0.03, 0.01], [-0.04, -0.02, 0.05], [0.40, -0.14, 0.01], [-0.16, 0.07, -0.02], [-0.28, 0.43, -0.05], [-0.21, -0.46, -0.01], [-0.03, -0.15, 0.01], [-0.07, 0.03, -0.15], [-0.09, 0.06, 0.09], [0.07, -0.05, -0.10], [0.00, 0.10, -0.01], [0.28, -0.08, 0.03], [-0.06, 0.01, 0.10], [0.08, 0.07, -0.09], [0.03, 0.09, 0.11]]
}

(2)
{
  "formula": "C28H52Cl2GeNO5PPtSi3",
  "method": "ωB97M-V/def2-TZVPD",
  "gap_ev": [6.52, 5.73],
  "charge": 1,
  "multiplicity": 6,
  "lumo_ev": [-1.67, -4.75],
  "e_above_lowest_kj_mol": 377.5,
  "symbols": ["Pt", "Cl", "C", "C", "C", "Cl", "C", "O", "C", "C", "O", "C", "H", "H", "H", "C", "C", "C", "N", "C", "C", "H", "H", "H", "H", "H", "C", "C", "O", "P", "O", "C", "C", "O", "C", "C", "H", "H", "H", "H", "H", "H", "H", "H", "H", "H", "H", "H", "H", "H", "H", "C", "H", "H", "C", "Si", "C", "C", "Ge", "Si", "C", "C", "C", "Si", "C", "C", "C", "H", "H", "H", "H", "H", "H", "H", "H", "H", "H", "H", "H", "H", "H", "H", "H", "H", "H", "H", "H", "H", "H", "H", "H", "H", "H", "H"],
  "xyz": [[-1.286025, -0.616949, 0.443929], [-8.133536, 2.289209, 0.791087], [-6.696133, 1.429894, 0.430373], [-6.773147, 0.185497, -0.146635], [-5.570042, -0.465553, -0.410276], [-5.613606, -2.019976, -1.114812], [-4.285361, 0.088273, -0.102925], [-3.255428, -0.589338, -0.371034], [-4.251424, 1.429406, 0.500808], [-3.061251, 2.135041, 0.773143], [-1.853953, 1.648578, 0.644341], [-5.464378, 2.051569, 0.746511], [-7.720163, -0.274678, -0.381148], [-3.152550, 3.174842, 1.084197], [-5.493454, 3.041883, 1.181451], [-3.470964, -5.218285, 0.191443], [-3.069532, -4.699726, 1.412912], [-2.216773, -3.608889, 1.420569], [-1.756125, -3.043352, 0.304577], [-2.152253, -3.540707, -0.866789], [-3.005497, -4.626422, -0.971810], [-4.142630, -6.066087, 0.148299], [-3.412918, -5.127463, 2.345042], [-1.887326, -3.158744, 2.350454], [-1.764531, -3.041577, -1.747389], [-3.299532, -4.992521, -1.946143], [4.576691, -2.982413, -1.605756], [3.448004, -1.979798, -1.569912], [2.768052, -2.029473, -0.291324], [1.342269, -2.782704, -0.244495], [1.014347, -2.243898, 1.385512], [1.790084, -2.676177, 2.565592], [3.110881, -1.960634, 2.711586], [1.803570, -4.276125, 0.159254], [0.946802, -5.393082, -0.205036], [0.773185, -6.290930, 0.994549], [5.086475, -2.932612, -2.569024], [4.201968, -3.995807, -1.463461], [5.303304, -2.768077, -0.822255], [2.725412, -2.159838, -2.373801], [3.810991, -0.958530, -1.673307], [1.906284, -3.749618, 2.456300], [1.121781, -2.472102, 3.399530], [3.839715, -2.308176, 1.985032], [3.494675, -2.153714, 3.714657], [2.988331, -0.881816, 2.607678], [1.433938, -5.913550, -1.028535], [-0.018556, -5.015251, -0.554661], [1.740719, -6.619048, 1.374137], [0.197433, -7.174156, 0.714809], [0.234728, -5.775399, 1.791386], [0.477718, -0.791874, 1.411074], [0.371111, -0.620259, 2.483892], [1.329526, -0.209137, 1.056646], [1.734823, 4.837688, 1.430564], [0.681446, 3.344422, 1.860006], [1.624445, 2.188342, 2.997477], [-0.850362, 3.932759, 2.769950], [-0.072046, 2.164288, -0.125509], [2.897308, 2.443138, -1.159803], [2.533821, 1.305933, -2.612694], [3.897410, 1.519647, 0.134453], [3.825146, 3.975518, -1.708829], [-0.898101, 3.098331, -2.214874], [0.262221, 4.401204, -2.906806], [-1.104213, 1.688396, -3.426094], [-2.573715, 3.889847, -1.919752], [1.909971, 5.425172, 2.337470], [1.237295, 5.483871, 0.704182], [2.709208, 4.563671, 1.024131], [2.067998, 2.763548, 3.814969], [2.424398, 1.644955, 2.491855], [0.942061, 1.458387, 3.439628], [-0.533333, 4.342813, 3.734234], [-1.549925, 3.118833, 2.966201], [-1.373767, 4.725754, 2.232153], [1.774885, 0.558451, -2.372027], [3.457231, 0.783847, -2.888747], [2.200746, 1.867513, -3.486055], [3.406052, 0.594365, 0.448444], [4.103021, 2.127566, 1.016472], [4.860528, 1.249441, -0.314571], [3.255530, 4.608995, -2.387994], [4.731178, 3.650250, -2.233779], [4.139354, 4.583010, -0.859266], [1.212694, 3.970596, -3.223061], [0.469573, 5.197394, -2.189305], [-0.199408, 4.854909, -3.789477], [-0.144539, 1.281314, -3.746686], [-1.642379, 2.030513, -4.314113], [-1.676311, 0.873512, -2.974807], [-2.519903, 4.759596, -1.262273], [-3.306031, 3.191938, -1.513863], [-2.945217, 4.230552, -2.892049]],
  "forces_ev_per_angstrom": [[-0.01, -0.17, 0.08], [0.02, -0.03, -0.02], [-0.08, 0.00, 0.00], [-0.06, 0.01, 0.01], [0.02, 0.00, 0.01], [0.00, -0.02, -0.01], [-0.04, 0.05, 0.04], [0.07, -0.04, -0.05], [-0.05, -0.05, -0.03], [-0.11, 0.16, -0.02], [0.36, 0.03, 0.02], [0.02, 0.03, 0.00], [0.01, 0.00, 0.00], [0.01, -0.04, 0.02], [0.05, -0.01, 0.00], [-0.02, -0.03, 0.00], [0.01, -0.01, 0.04], [0.03, -0.02, -0.01], [-0.08, 0.03, -0.05], [-0.03, 0.03, -0.02], [0.02, 0.00, -0.03], [0.01, 0.01, 0.00], [0.00, 0.01, -0.01], [0.00, 0.00, 0.01], [-0.01, 0.01, -0.01], [0.00, 0.01, 0.01], [0.01, 0.00, -0.01], [0.00, 0.00, 0.04], [-0.02, -0.05, -0.08], [0.03, -0.04, 0.05], [0.01, -0.04, 0.11], [0.02, 0.05, -0.05], [0.00, 0.03, 0.05], [-0.03, 0.11, -0.11], [-0.06, 0.04, 0.03], [-0.03, -0.01, 0.02], [-0.01, 0.00, 0.01], [0.01, 0.00, 0.00], [-0.01, -0.01, 0.00], [0.01, 0.01, 0.00], [0.01, -0.08, 0.03], [0.01, -0.02, -0.02], [-0.05, 0.02, -0.01], [-0.01, 0.02, -0.02], [0.00, -0.02, -0.01], [0.01, -0.03, 0.02], [0.03, -0.01, 0.01], [0.10, -0.05, 0.00], [-0.01, 0.00, 0.00], [0.00, 0.01, 0.00], [0.01, 0.00, 0.00], [0.05, 0.01, 0.02], [0.01, -0.02, 0.03], [-0.02, 0.01, 0.02], [-0.01, -0.03, 0.01], [-0.01, 0.11, -0.01], [-0.03, -0.07, -0.02], [0.06, -0.01, 0.04], [-0.15, 0.07, -0.04], [-0.06, 0.02, -0.03], [0.08, 0.04, 0.01], [-0.05, -0.04, -0.05], [0.06, -0.04, 0.01], [0.01, 0.09, 0.06], [-0.02, -0.05, -0.03], [-0.01, -0.08, 0.05], [0.03, 0.01, -0.09], [-0.02, -0.01, -0.01], [0.01, -0.02, 0.01], [-0.01, -0.02, 0.00], [-0.01, 0.00, -0.01], [-0.03, 0.04, 0.02], [0.02, 0.01, 0.00], [-0.03, 0.01, -0.02], [0.03, 0.01, -0.01], [0.00, -0.03, -0.02], [0.02, -0.01, 0.02], [-0.05, 0.06, -0.04], [-0.02, 0.00, 0.01], [0.02, 0.04, -0.01], [0.00, 0.00, -0.03], [0.00, 0.00, 0.03], [-0.02, -0.03, 0.02], [-0.02, 0.03, 0.01], [-0.01, -0.01, 0.00], [-0.01, 0.02, 0.00], [-0.01, -0.02, 0.00], [0.00, 0.00, 0.03], [-0.01, 0.01, 0.00], [0.01, 0.01, 0.01], [-0.01, 0.02, 0.00], [0.02, -0.03, 0.02], [0.02, 0.00, -0.03], [0.00, 0.02, 0.03]]
}

(3)
{
  "formula": "C3H6N2O",
  "method": "ωB97M-V/def2-TZVPD",
  "gap_ev": 9.09,
  "lumo_ev": 0.75,
  "e_above_lowest_kj_mol": 142.7,
  "symbols": ["C", "C", "O", "N", "C", "N", "H", "H", "H", "H", "H", "H"],
  "xyz": [[1.401177, -0.114207, -1.518488], [0.499742, -0.373882, -0.561902], [0.078464, -1.641721, -0.313322], [-0.076452, 0.569815, 0.266893], [-1.094850, 0.379109, 1.176142], [-1.497417, 1.353254, 1.888356], [0.417870, -2.130440, -1.067511], [1.630009, 0.892376, -1.830596], [2.006874, -0.919718, -1.929878], [0.302001, 1.505431, 0.222728], [-1.468057, -0.647035, 1.198791], [-2.251217, 1.052966, 2.500475]],
  "forces_ev_per_angstrom": [[0.17, 0.08, 0.08], [0.19, 0.14, -0.16], [0.04, 0.23, 0.26], [-0.01, 0.05, -0.13], [-0.01, 0.01, -0.05], [0.00, -0.32, -0.15], [-0.11, -0.45, 0.02], [0.07, 0.05, 0.17], [-0.37, 0.14, -0.08], [-0.04, -0.10, 0.03], [-0.01, 0.15, 0.03], [0.09, 0.02, -0.04]]
}

(4)
{
  "formula": "C4H8N2O",
  "method": "ωB97M-V/def2-TZVPD",
  "gap_ev": 10.86,
  "lumo_ev": 0.81,
  "e_above_lowest_kj_mol": 254.1,
  "symbols": ["N", "C", "C", "C", "O", "C", "N", "H", "H", "H", "H", "H", "H", "H", "H"],
  "xyz": [[2.050374, -1.011500, 0.960233], [0.753018, -0.266034, 0.796559], [0.318735, 0.650874, -0.588758], [-1.144637, 0.614308, -1.092719], [-2.042696, 1.230420, -0.190248], [-0.273351, -1.303901, 0.699195], [-1.130726, -2.022040, 0.407832], [2.868288, -0.412174, 1.010054], [2.057874, -1.523353, 1.854657], [0.565789, 0.350010, 1.692131], [0.884058, 0.315313, -1.471482], [0.485229, 1.735650, -0.450236], [-1.504075, -0.387172, -1.374324], [-0.979733, 1.226488, -2.007224], [-2.908146, 0.803111, -0.245670]],
  "forces_ev_per_angstrom": [[-0.15, 0.49, -0.38], [-0.63, 0.42, -0.59], [0.63, -0.65, 1.00], [0.71, -0.09, -0.22], [-0.03, 0.01, 0.05], [-0.95, -0.60, -0.26], [0.70, 0.30, 0.58], [-0.30, 0.28, -0.21], [-0.41, 0.34, -0.65], [-0.22, 0.00, -0.51], [0.25, -0.02, 0.56], [0.46, -0.64, 0.38], [0.34, 0.32, 0.07], [-0.78, -0.24, 0.20], [0.38, 0.07, -0.02]]
}

(5)
{
  "formula": "C2H4N2O2",
  "method": "ωB97M-V/def2-TZVPD",
  "gap_ev": 10.45,
  "lumo_ev": 0.27,
  "e_above_lowest_kj_mol": 503.1,
  "symbols": ["C", "C", "H", "H", "H", "H", "N", "N", "O", "O"],
  "xyz": [[0.970623, -0.555689, 0.063909], [-1.293260, -0.514074, 0.100889], [-1.163471, 1.860169, -0.283785], [0.869067, -1.570727, 0.288690], [1.992460, 0.936490, -0.195875], [-0.778658, -1.647186, -0.055995], [-0.117319, 0.186532, 0.574745], [2.110836, -0.056603, -0.295700], [-0.173248, 1.453842, 0.056887], [-2.417029, -0.092753, -0.253761]],
  "forces_ev_per_angstrom": [[4.02, 2.68, 0.34], [-1.03, -2.28, -1.15], [3.47, -2.86, 1.69], [0.00, -1.61, -0.10], [0.28, 0.92, -0.42], [-2.96, 2.22, 0.48], [-4.14, -0.79, -2.14], [-2.48, -1.48, 0.65], [-1.78, 4.22, -1.01], [4.63, -1.01, 1.66]]
}

(6)
{
  "formula": "C19H34CrN10O",
  "method": "ωB97M-V/def2-TZVPD",
  "gap_ev": [5.81, 9.04],
  "charge": 2,
  "multiplicity": 5,
  "lumo_ev": [-4.56, -5.02],
  "symbols": ["Cr", "C", "C", "N", "C", "C", "C", "C", "C", "C", "C", "N", "C", "C", "N", "N", "H", "H", "H", "H", "H", "H", "H", "H", "H", "H", "H", "H", "H", "H", "H", "H", "H", "H", "N", "C", "N", "N", "C", "N", "H", "H", "H", "H", "C", "N", "C", "C", "C", "N", "C", "C", "O", "H", "H", "H", "H", "H", "H", "H", "H", "H", "H", "H", "H"],
  "xyz": [[-0.236952, -0.372540, 0.111298], [-0.700805, -1.265726, 2.741411], [-0.851695, 0.303423, 2.726769], [-0.118012, 0.969558, 1.610393], [-0.672951, 2.253585, 1.056252], [-1.028344, 2.144325, -0.432692], [-1.905940, 2.980872, -1.055202], [-2.368549, 2.675784, -2.355462], [-2.114889, 1.375778, -2.850629], [-1.240513, 0.560051, -2.199252], [-1.117719, -0.938572, -2.496975], [-0.464331, -1.698240, -1.371020], [-1.242552, -2.793390, -0.718467], [-0.919445, -2.996377, 0.812790], [-0.182768, -1.877262, 1.479322], [-0.494854, 1.041480, -1.113928], [-1.679128, -1.685831, 2.970349], [-0.033860, -1.539066, 3.557984], [-0.522942, 0.689294, 3.692733], [-1.902049, 0.550014, 2.618653], [0.828401, 1.154889, 1.922750], [0.049814, 3.054933, 1.223616], [-1.572622, 2.522704, 1.611619], [-2.269304, 3.867438, -0.545246], [-2.999944, 3.363170, -2.896767], [-2.650618, 1.015642, -3.720600], [-0.556948, -1.107232, -3.418045], [-2.122135, -1.330481, -2.658702], [0.402103, -2.083335, -1.728505], [-1.078959, -3.742610, -1.230091], [-2.293564, -2.541851, -0.818007], [-0.339466, -3.911571, 0.926490], [-1.868861, -3.153346, 1.322485], [0.767589, -2.181231, 1.648555], [-4.801761, 2.339197, 0.881887], [-5.293494, 1.087052, 0.864366], [-6.569348, 0.885852, 1.167012], [-4.546046, 0.031619, 0.608689], [-3.300344, -0.107866, 0.446457], [-2.172125, -0.377077, 0.312476], [-5.436143, 3.115517, 0.983304], [-3.951152, 2.523368, 0.371966], [-7.203796, 1.650106, 1.324612], [-6.931404, -0.052494, 1.199218], [2.767995, 1.970167, -0.852135], [3.586885, 0.790822, -0.619389], [5.031397, 0.984985, -0.759010], [5.708225, -0.320245, -1.120856], [5.310657, -1.354057, -0.088147], [3.852801, -1.445490, -0.025625], [3.274648, -2.705213, 0.409574], [3.049624, -0.374428, -0.221267], [1.803693, -0.519756, -0.021097], [3.072861, 2.435273, -1.788912], [2.907818, 2.700310, -0.048959], [1.723389, 1.694838, -0.932463], [5.438617, 1.380602, 0.176756], [5.195331, 1.732339, -1.533666], [6.788886, -0.193084, -1.132845], [5.383958, -0.643528, -2.111450], [5.709837, -1.083168, 0.894562], [5.704434, -2.334488, -0.349923], [3.913841, -3.519176, 0.076180], [2.290850, -2.835183, -0.035310], [3.192678, -2.761073, 1.500117]],
  "forces_ev_per_angstrom": [[1.80, -0.06, -0.11], [-0.07, 0.19, 0.12], [-0.08, -0.21, 0.05], [-0.06, 0.26, 0.35], [-0.08, 0.25, -0.30], [-0.17, 0.00, 0.13], [-0.01, -0.07, 0.05], [-0.08, 0.06, -0.05], [0.05, -0.09, 0.07], [-0.25, 0.05, -0.16], [-0.12, 0.34, -0.18], [-0.17, -0.33, -0.37], [-0.09, -0.08, 0.18], [-0.11, -0.10, -0.18], [-0.02, -0.33, 0.29], [0.15, 0.43, -0.26], [0.03, -0.04, 0.00], [0.00, -0.07, -0.04], [0.02, 0.03, -0.04], [-0.01, 0.07, 0.00], [0.09, -0.13, -0.15], [0.07, -0.10, 0.07], [0.06, 0.01, 0.08], [0.08, 0.05, 0.02], [-0.01, -0.01, 0.01], [0.01, -0.02, 0.00], [0.08, -0.08, 0.08], [0.05, -0.09, -0.01], [0.13, 0.10, 0.15], [0.01, 0.04, -0.04], [0.02, -0.01, -0.05], [0.02, 0.04, 0.06], [0.04, -0.01, 0.04], [0.04, 0.05, -0.08], [-0.18, -0.09, -0.08], [0.25, 0.49, 0.12], [-0.05, 0.03, -0.03], [-0.40, -0.80, -0.06], [0.28, 0.28, -0.05], [-1.30, -0.01, 0.41], [0.04, 0.04, 0.01], [0.13, -0.02, -0.08], [-0.02, -0.02, -0.01], [0.06, -0.02, -0.01], [-0.05, 0.03, 0.12], [-0.13, -0.08, -0.02], [0.16, -0.10, -0.01], [-0.12, 0.03, 0.13], [0.13, 0.09, -0.07], [-0.11, -0.03, -0.07], [0.00, 0.09, 0.06], [0.10, -0.07, -0.02], [-0.12, 0.13, 0.02], [0.00, -0.01, 0.00], [0.00, -0.01, -0.02], [-0.06, -0.01, -0.02], [-0.01, 0.04, -0.03], [-0.06, 0.01, 0.01], [0.00, 0.00, -0.01], [0.06, -0.01, -0.02], [0.01, -0.06, 0.00], [-0.05, -0.02, 0.01], [0.01, 0.00, 0.01], [0.01, -0.05, 0.00], [-0.01, -0.02, 0.00]]
}

Repeat the fifth record exactly.
{
  "formula": "C2H4N2O2",
  "method": "ωB97M-V/def2-TZVPD",
  "gap_ev": 10.45,
  "lumo_ev": 0.27,
  "e_above_lowest_kj_mol": 503.1,
  "symbols": ["C", "C", "H", "H", "H", "H", "N", "N", "O", "O"],
  "xyz": [[0.970623, -0.555689, 0.063909], [-1.293260, -0.514074, 0.100889], [-1.163471, 1.860169, -0.283785], [0.869067, -1.570727, 0.288690], [1.992460, 0.936490, -0.195875], [-0.778658, -1.647186, -0.055995], [-0.117319, 0.186532, 0.574745], [2.110836, -0.056603, -0.295700], [-0.173248, 1.453842, 0.056887], [-2.417029, -0.092753, -0.253761]],
  "forces_ev_per_angstrom": [[4.02, 2.68, 0.34], [-1.03, -2.28, -1.15], [3.47, -2.86, 1.69], [0.00, -1.61, -0.10], [0.28, 0.92, -0.42], [-2.96, 2.22, 0.48], [-4.14, -0.79, -2.14], [-2.48, -1.48, 0.65], [-1.78, 4.22, -1.01], [4.63, -1.01, 1.66]]
}